1.
ORCA calculation (ωB97M-V with the def2-TZVPD basis set) on C24H27Br57FGaN2PS as an isolated structure in a non-equilibrium geometry.

The geometry in XYZ format:
```
114
C24H27Br57FGaN2PS | OMol25 | ωB97M-V with the def2-TZVPD basis set
N 1.487 5.645 -2.020
Ga 0.590 3.973 -1.989
F -1.143 4.202 -2.383
P 0.793 3.116 0.240
S -0.695 3.582 1.472
C 1.455 2.580 -3.180
C 2.828 2.406 -3.202
C 3.313 1.413 -4.043
C 2.445 0.669 -4.794
N 1.108 0.781 -4.846
C 0.694 1.761 -4.005
H 1.700 5.964 -2.955
H 2.323 5.664 -1.454
H 2.058 3.538 0.718
H 0.893 1.713 0.156
H 3.462 3.024 -2.581
H 4.377 1.215 -4.117
H 2.868 -0.104 -5.429
H -0.373 1.940 -4.010
C -0.337 -1.753 -1.684
Br -0.817 -0.882 -0.036
Br 0.077 -0.472 -3.121
Br 1.116 -2.999 -1.440
H -1.195 -2.336 -1.988
C -0.491 4.807 5.160
Br -0.509 3.359 6.423
Br -1.693 6.216 5.680
Br 1.297 5.456 4.918
H -0.830 4.416 4.206
C -0.571 -6.276 -2.734
Br -1.463 -7.302 -1.375
Br 0.059 -7.385 -4.178
Br -1.680 -4.854 -3.381
H 0.297 -5.822 -2.277
C 5.011 4.964 4.604
Br 5.472 4.599 6.437
Br 4.560 6.814 4.342
Br 6.386 4.384 3.392
H 4.124 4.387 4.382
C -4.348 8.042 8.571
Br -3.908 8.963 6.941
Br -5.846 8.857 9.468
Br -4.634 6.166 8.283
H -3.495 8.134 9.227
C 1.588 1.529 -8.015
Br 1.072 -0.248 -8.544
Br 3.074 2.181 -9.051
Br 0.100 2.742 -8.061
H 1.916 1.467 -6.989
C -0.939 1.035 -11.550
Br -1.455 -0.743 -12.078
Br 0.545 1.679 -12.587
Br -2.427 2.250 -11.598
H -0.608 0.977 -10.522
C 0.634 -7.307 -8.712
Br 0.897 -5.677 -7.740
Br 1.841 -8.690 -8.118
Br -1.196 -7.895 -8.632
H 0.859 -7.105 -9.750
C 1.997 0.112 6.431
Br 1.994 1.338 7.910
Br 0.352 -0.888 6.350
Br 2.375 1.002 4.771
H 2.793 -0.596 6.604
C -2.442 1.286 9.754
Br -3.481 2.656 8.898
Br -0.655 1.885 10.131
Br -3.334 0.633 11.329
H -2.364 0.463 9.058
C 0.214 -3.346 -14.739
Br -0.554 -3.062 -16.477
Br -0.926 -4.418 -13.621
Br 1.989 -4.077 -14.849
H 0.300 -2.378 -14.266
C 0.689 -11.152 -0.245
Br 0.692 -12.986 -0.831
Br 0.854 -9.932 -1.716
Br -0.861 -10.754 0.826
H 1.555 -11.019 0.386
C 0.559 5.568 9.689
Br 1.010 5.224 11.530
Br -0.016 7.387 9.423
Br 1.988 5.096 8.502
H -0.281 4.931 9.444
C 6.476 3.485 -6.632
Br 5.592 4.854 -7.655
Br 8.130 4.122 -5.870
Br 5.300 2.722 -5.298
H 6.732 2.692 -7.319
C -7.125 1.262 13.059
Br -6.655 2.940 13.876
Br -5.898 -0.128 13.559
Br -8.954 0.799 13.409
H -7.031 1.393 11.991
C 4.928 -1.628 9.331
Br 4.881 -0.359 10.774
Br 3.274 -2.599 9.182
Br 5.388 -0.787 7.666
H 5.705 -2.343 9.556
C -9.275 5.648 12.144
Br -9.885 3.875 11.719
Br -7.836 6.199 10.994
Br -10.722 6.918 12.138
H -8.885 5.615 13.150
C -5.274 -7.896 -3.015
Br -3.989 -7.527 -4.393
Br -4.817 -9.487 -2.030
Br -5.513 -6.385 -1.851
H -6.221 -8.082 -3.498
C 2.840 -9.380 -11.714
Br 2.819 -7.761 -12.751
Br 2.013 -10.841 -12.650
Br 4.616 -9.814 -11.124
H 2.253 -9.199 -10.826
```

Properties
Energy (eV): -4095942.671
Frontier orbital gap (hartree): 0.2182
HOMO level (eV): -5.10
Strongest force on any atom (eV/A): 3.7
Net charge: -1
2S+1: 1

Atom charges from the Löwdin analysis, given in e for atoms 1 to 99: N -0.103; Ga 0.193; F -0.321; P 0.193; S -0.048; C -0.214; C -0.116; C -0.254; C -0.235; N -0.150; C -0.385; H -0.034; H -0.045; H -0.097; H -0.131; H 0.102; H -0.019; H 0.115; H 0.081; C -1.564; Br 0.586; Br 0.906; Br 0.556; H -0.092; C -1.584; Br 0.515; Br 0.550; Br 0.545; H -0.090; C -1.605; Br 0.533; Br 0.533; Br 0.592; H -0.065; C -1.658; Br 0.557; Br 0.562; Br 0.573; H -0.065; C -1.629; Br 0.572; Br 0.553; Br 0.544; H -0.043; C -1.620; Br 0.599; Br 0.559; Br 0.612; H -0.084; C -1.663; Br 0.563; Br 0.564; Br 0.575; H -0.118; C -1.638; Br 0.585; Br 0.595; Br 0.577; H -0.043; C -1.641; Br 0.478; Br 0.570; Br 0.587; H -0.111; C -1.612; Br 0.556; Br 0.559; Br 0.556; H -0.027; C -1.659; Br 0.574; Br 0.553; Br 0.563; H -0.060; C -1.641; Br 0.566; Br 0.545; Br 0.563; H -0.032; C -1.640; Br 0.558; Br 0.574; Br 0.531; H -0.067; C -1.604; Br 0.555; Br 0.559; Br 0.785; H -0.032; C -1.641; Br 0.569; Br 0.551; Br 0.555; H -0.026; C -1.631; Br 0.575; Br 0.583; Br 0.609; H -0.033

2.
ORCA calculation (ωB97M-V with the def2-TZVPD basis set) on C24H27Cl2N4O2Ta as an isolated structure.

The geometry in XYZ format:
```
60
C24H27Cl2N4O2Ta | OMol25 | ωB97M-V with the def2-TZVPD basis set
Ta -0.120 -0.437 -0.263
C 0.942 2.725 -0.061
C -0.451 3.223 -0.436
C -1.329 2.300 -1.280
N -1.575 0.937 -0.729
C -2.861 0.440 -0.830
C -3.840 1.049 -1.613
C -5.208 0.816 -1.705
C -6.003 -0.064 -0.997
C -5.564 -1.032 -0.108
C -4.266 -1.389 0.214
C -3.045 -0.833 -0.170
N -1.864 -1.438 0.127
C -1.776 -2.626 0.987
C -1.756 -2.213 2.465
C -1.103 -0.842 2.614
N 0.087 -0.687 1.751
C 1.348 -0.737 2.309
C 1.558 -1.285 3.567
C 2.702 -1.358 4.355
C 3.959 -0.850 4.106
C 4.370 -0.204 2.948
C 3.681 0.045 1.775
C 2.359 -0.230 1.409
N 1.858 0.032 0.173
C 2.580 0.869 -0.810
C 1.719 2.078 -1.215
H 1.506 3.560 0.356
H 0.834 2.025 0.776
H -0.989 3.478 0.480
H -0.377 4.148 -1.011
H -2.282 2.816 -1.347
H -0.947 2.200 -2.299
H -3.496 1.832 -2.271
H -5.724 1.454 -2.413
H -7.069 -0.007 -1.172
H -6.335 -1.634 0.357
H -4.191 -2.250 0.863
H -2.565 -3.341 0.759
H -0.848 -3.134 0.731
H -2.764 -2.158 2.881
H -1.221 -2.976 3.033
H -1.809 -0.067 2.316
H -0.855 -0.626 3.651
H 0.686 -1.738 4.019
H 2.571 -1.864 5.304
H 4.702 -0.976 4.882
H 5.403 0.126 2.941
H 4.296 0.496 1.012
H 3.533 1.198 -0.412
H 2.813 0.276 -1.695
H 2.369 2.807 -1.699
H 1.035 1.757 -2.004
Cl 2.275 -1.790 -4.383
C 0.973 -2.574 -3.499
Cl -0.503 -2.762 -4.451
C 0.605 -1.729 -2.309
O 0.437 -2.269 -1.167
O 0.414 -0.477 -2.371
H 1.312 -3.551 -3.172
```

Properties
Energy (eV): -61966.168
ΔE to the lowest compared entry with this formula, charge and spin (kcal per mole): 6.4
Frontier orbital gap (hartree): 0.2692
HOMO level (eV): -14.38
Strongest force on any atom (eV/A): 0.5
Net charge: +2
2S+1: 1

Electronic structure analysis, natural (NBO) charges in units of e: Ta 2.568; C -0.421; C -0.406; C -0.235; N -0.741; C 0.200; C -0.194; C -0.121; C -0.153; C -0.117; C -0.218; C 0.291; N -0.717; C -0.232; C -0.430; C -0.224; N -0.741; C 0.283; C -0.248; C -0.042; C -0.190; C -0.106; C -0.195; C 0.219; N -0.725; C -0.224; C -0.440; H 0.252; H 0.200; H 0.224; H 0.240; H 0.225; H 0.214; H 0.241; H 0.247; H 0.249; H 0.246; H 0.234; H 0.231; H 0.234; H 0.232; H 0.231; H 0.213; H 0.227; H 0.232; H 0.234; H 0.250; H 0.246; H 0.233; H 0.212; H 0.229; H 0.258; H 0.220; Cl 0.068; C -0.335; Cl 0.067; C 0.802; O -0.680; O -0.686; H 0.268

3.
ORCA calculation (ωB97M-V with the def2-TZVPD basis set) on C24H27Cl3N2O3SSn as an isolated structure in a non-equilibrium geometry.

The geometry in XYZ format:
```
61
C24H27Cl3N2O3SSn | OMol25 | ωB97M-V with the def2-TZVPD basis set
Sn -0.507 -1.752 1.281
Cl -2.445 4.932 0.049
C -2.073 4.645 -1.613
Cl -0.618 3.592 -1.851
H -1.852 5.562 -2.134
H -3.008 4.280 -2.078
C -3.799 1.721 0.227
N -3.188 1.296 1.513
C -3.566 2.169 2.690
C -3.484 -0.068 1.932
C -3.538 -1.014 0.755
C -4.734 -1.294 0.116
C -4.790 -2.129 -0.954
C -3.622 -2.832 -1.366
C -2.416 -2.550 -0.771
C -2.408 -1.679 0.333
H -3.616 2.801 0.242
H -4.946 1.586 0.251
H -3.559 1.201 -0.701
H -2.173 1.380 1.570
H -4.566 2.323 2.938
H -3.056 3.092 2.338
H -3.022 1.748 3.553
H -4.397 -0.175 2.402
H -2.665 -0.438 2.563
H -5.583 -0.698 0.418
H -5.682 -2.061 -1.609
H -3.665 -3.469 -2.232
H -1.489 -2.943 -1.136
O 0.289 -3.046 -3.437
C 1.274 -3.612 -3.325
N 1.025 -1.166 -0.063
S 2.542 -1.890 -0.518
C 2.989 -0.943 -1.976
C 4.081 -1.540 -2.736
C 4.574 -0.831 -3.806
C 3.962 0.348 -4.221
C 2.939 0.992 -3.455
C 2.490 0.294 -2.323
C 3.556 -1.130 0.770
C 4.576 -0.125 0.541
C 5.321 0.393 1.608
C 5.084 -0.064 2.911
C 4.143 -1.123 3.074
C 3.362 -1.582 2.030
H 0.761 -0.707 -0.958
H 4.386 -2.551 -2.577
H 5.332 -1.241 -4.485
H 4.332 0.924 -5.093
H 2.490 1.941 -3.731
H 1.765 0.678 -1.572
H 4.739 0.212 -0.498
H 6.159 1.008 1.319
H 5.562 0.371 3.794
H 4.040 -1.683 3.947
H 2.536 -2.275 2.090
O -0.592 1.549 2.058
C 0.030 0.788 2.925
O 0.165 -0.507 2.799
H 0.418 1.140 3.916
Cl 0.137 -3.846 2.264
```

Properties
Energy (eV): -88666.040
ΔE to the lowest compared entry with this formula, charge and spin (kcal per mole): 39.6
Frontier orbital gap (hartree): 0.3055
HOMO level (eV): -14.44
Strongest force on any atom (eV/A): 5.3
Net charge: +2
2S+1: 1

Electronic structure analysis, natural (NBO) charges in units of e: Sn 2.004; Cl 0.009; C -0.405; Cl -0.051; H 0.244; H 0.229; C -0.456; N -0.386; C -0.403; C -0.232; C -0.065; C -0.196; C -0.151; C -0.182; C -0.163; C -0.445; H 0.249; H 0.231; H 0.253; H 0.488; H 0.241; H 0.236; H 0.230; H 0.240; H 0.214; H 0.226; H 0.253; H 0.248; H 0.220; O -0.517; C 0.526; N -1.231; S 1.102; C -0.262; C -0.173; C -0.207; C -0.143; C -0.177; C -0.225; C -0.229; C -0.191; C -0.190; C -0.151; C -0.187; C -0.213; H 0.416; H 0.245; H 0.254; H 0.247; H 0.248; H 0.224; H 0.235; H 0.245; H 0.248; H 0.234; H 0.214; O -0.712; C 0.687; O -0.790; H 0.181; Cl -0.387